This record from OMol25 describes a structure of composition C48H42Br2F4GeN4O2P2SZr. The level of theory is ωB97M-V with the def2-TZVPD basis set.

XYZ file:
```
107
Properties=species:S:1:pos:R:3:forces:R:3:mulliken_charge:R:1
Zr -0.9598 0.3851 0.4630 -0.66 -0.43 0.04 -3.227
O 3.2455 -0.3459 5.4464 0.13 0.02 0.04 -0.555
C 2.4185 -0.1079 4.4234 -0.37 0.08 -0.22 0.358
C 1.2098 0.5792 4.5470 0.31 -0.05 0.22 -0.781
C 0.4019 0.7149 3.4466 -0.26 0.09 -0.17 -1.338
N 0.7085 0.2473 2.2222 0.58 -0.31 0.38 2.919
C 1.9130 -0.3357 2.1167 -0.11 0.21 -0.48 -1.114
Br 2.4680 -0.8481 0.3674 0.14 -0.01 0.59 0.227
C 2.7837 -0.5573 3.1591 0.15 -0.12 0.16 -0.381
H 2.9015 0.0406 6.2602 -0.01 -0.01 0.01 0.371
H 0.9074 0.9906 5.5019 -0.09 0.01 -0.03 0.544
H -0.5436 1.2358 3.5194 -0.01 -0.04 -0.02 0.264
H 3.7354 -1.0431 3.0001 -0.01 0.02 -0.02 0.585
F -1.0051 0.8588 -7.6122 0.02 -0.09 -0.02 -0.328
C -0.7910 0.4296 -6.3541 -0.11 0.37 -0.02 0.327
C -0.4472 -0.8993 -6.1532 0.07 -0.13 0.02 0.425
F -0.3044 -1.7264 -7.2050 -0.04 -0.01 -0.02 -0.345
C -0.2491 -1.3581 -4.8726 0.09 0.05 0.16 -0.147
F 0.0871 -2.6642 -4.7378 0.01 -0.09 -0.02 -0.470
C -0.3586 -0.4869 -3.7791 0.10 0.34 0.07 0.697
P -0.2367 -1.1656 -2.0614 -0.22 -0.38 -1.31 2.465
C 1.3089 -2.1642 -2.1897 -0.15 0.08 0.28 -0.002
C 1.4967 -3.3471 -1.4766 0.00 -0.09 -0.09 -0.061
C 2.6838 -4.0566 -1.5848 0.00 -0.04 0.02 -1.089
C 3.7143 -3.5763 -2.3792 0.06 0.01 0.03 -0.912
C 3.5532 -2.3782 -3.0600 0.08 -0.05 0.06 -0.914
C 2.3599 -1.6784 -2.9664 -0.03 0.06 -0.03 -0.463
C -1.5930 -2.4114 -2.2806 0.07 0.00 0.24 0.966
C -1.4340 -3.7606 -2.5825 -0.03 0.02 0.06 -0.335
C -2.5437 -4.5723 -2.7725 0.04 -0.07 0.00 -0.893
C -3.8241 -4.0523 -2.6708 -0.09 -0.01 0.02 -0.689
C -3.9937 -2.7022 -2.4008 0.03 0.01 0.03 -0.738
C -2.8857 -1.8920 -2.2129 0.01 0.01 -0.05 -0.940
C -0.6641 0.8554 -3.9668 -0.05 0.32 -0.09 -0.929
Br -2.2241 1.7544 -1.3850 0.10 -0.17 0.16 -0.229
C -0.9003 1.2640 -5.2621 0.17 -0.44 0.28 0.018
F -1.2681 2.5538 -5.5317 0.08 0.09 -0.02 -0.414
H 0.7080 -3.7389 -0.8463 0.00 0.04 -0.11 0.378
H 2.8038 -4.9929 -1.0529 -0.01 0.01 0.02 0.456
H 4.6403 -4.1304 -2.4656 -0.01 -0.01 0.00 0.402
H 4.3598 -1.9971 -3.6734 -0.04 0.03 -0.03 0.462
H 2.2307 -0.7597 -3.5259 -0.04 0.02 -0.01 0.517
H -0.4505 -4.1896 -2.6942 0.03 0.00 -0.03 0.453
H -2.4030 -5.6179 -3.0186 0.01 0.01 0.01 0.473
H -4.6859 -4.6916 -2.8172 0.01 0.00 -0.02 0.384
H -4.9815 -2.2656 -2.3399 -0.02 -0.01 0.02 0.523
H -3.0380 -0.8379 -2.0300 0.01 0.10 0.00 0.489
C 4.9046 4.3859 1.9129 0.07 0.04 -0.04 -0.690
C 4.1807 3.4495 2.6361 -0.04 -0.02 0.04 -0.969
C 3.1292 2.7750 2.0368 0.02 0.02 0.00 -0.107
C 2.7900 3.0195 0.7061 0.14 -0.56 0.14 0.379
C 3.5340 3.9469 -0.0177 -0.01 -0.07 -0.02 -0.459
C 4.5795 4.6310 0.5879 -0.01 0.02 0.05 -0.791
P 1.2756 2.2144 0.0209 -0.49 1.52 -0.45 1.430
C 1.3636 2.8226 -1.6931 0.07 -0.32 0.07 0.689
C 0.6522 3.9060 -2.1881 0.01 -0.02 0.08 -0.612
C 0.8834 4.3438 -3.4822 -0.07 0.00 -0.05 -0.866
C 1.8174 3.7042 -4.2831 -0.09 -0.01 -0.09 -0.694
C 2.5009 2.5987 -3.8035 0.09 -0.12 -0.01 -0.758
C 2.2700 2.1537 -2.5136 -0.04 0.07 0.03 -0.204
C 0.0470 3.2529 0.8810 0.02 -0.27 0.13 0.709
C 0.1939 4.6212 1.1034 -0.05 0.04 -0.04 -0.233
C -0.8312 5.3253 1.7082 0.07 0.03 -0.05 -0.921
C -1.9858 4.6482 2.0828 -0.05 -0.07 0.03 -1.084
C -2.1003 3.2811 1.8830 -0.04 -0.16 0.24 -0.529
C -1.0771 2.5215 1.3022 0.36 0.34 -0.22 1.410
H 5.7189 4.9247 2.3803 0.00 -0.01 0.00 0.378
H 4.4290 3.2555 3.6723 -0.01 -0.01 0.00 0.456
H 2.5523 2.0695 2.6233 0.02 0.13 -0.02 0.648
H 3.2938 4.1465 -1.0527 0.00 0.02 0.00 0.418
H 5.1312 5.3684 0.0192 0.02 -0.02 0.00 0.448
H -0.0871 4.4005 -1.5720 0.00 0.00 0.00 0.410
H 0.3117 5.1763 -3.8699 0.02 0.00 -0.03 0.386
H 1.9871 4.0432 -5.2967 -0.02 0.01 0.00 0.398
H 3.2028 2.0712 -4.4384 -0.01 0.03 0.00 0.414
H 2.8113 1.2936 -2.1294 0.01 0.00 -0.03 0.474
H 1.0995 5.1280 0.7905 0.00 0.03 0.01 0.557
H -0.7415 6.3913 1.8744 0.00 -0.01 0.00 0.409
H -2.8073 5.1929 2.5333 0.00 0.00 0.00 0.427
H -3.0317 2.8140 2.1917 0.02 0.01 -0.02 0.331
O -5.0307 -0.0032 -0.6581 -0.01 0.45 0.20 -0.429
S -4.3630 0.5543 0.4976 0.54 -1.20 -0.19 0.449
N -3.2071 -0.3784 0.9764 -0.61 0.43 -0.81 -0.152
C -1.1419 -2.1189 4.5074 -0.18 0.19 -0.27 -1.192
Ge -2.7298 -1.3877 3.5632 -0.17 -0.16 0.58 0.843
C -3.9460 -2.8533 3.0270 0.16 0.21 -0.09 -1.349
C -3.7511 -0.4592 4.9887 0.16 -0.04 -0.21 -1.571
C -2.4601 -0.0274 2.1402 0.26 0.29 0.75 -0.473
H -1.4682 -2.9031 5.1918 -0.08 0.00 -0.03 0.539
H -0.6734 -1.3322 5.0967 -0.01 0.00 0.04 0.368
H -0.3959 -2.5381 3.8373 0.02 -0.03 -0.04 0.164
H -4.7691 -2.8768 3.7420 0.01 0.01 0.00 0.512
H -3.4522 -3.8227 3.0385 0.06 0.00 -0.02 0.348
H -4.3634 -2.6834 2.0340 0.01 -0.02 0.00 0.331
H -4.0146 -1.1797 5.7649 0.01 -0.01 0.00 0.427
H -4.6780 -0.0524 4.5802 0.01 0.02 0.01 0.376
H -3.1932 0.3548 5.4544 0.02 0.02 -0.04 0.399
H -2.8320 0.9045 2.5915 0.14 -0.07 0.05 1.281
N 0.2881 -2.9101 1.4597 0.00 -0.08 0.23 0.053
C -0.0938 -4.1957 1.5376 -0.08 0.03 0.00 -0.726
C -1.3692 -4.2613 1.0373 -0.04 -0.06 0.00 -1.187
C -1.6829 -2.9444 0.6797 0.12 -0.19 0.07 -0.822
N -0.6669 -2.1191 0.9358 -0.34 -0.08 0.00 1.411
H 1.1670 -2.5299 1.7560 0.07 0.04 -0.08 -0.344
H 0.5584 -4.9607 1.9240 0.05 0.06 0.03 0.528
H -1.9891 -5.1338 0.9293 -0.01 0.02 -0.01 0.527
H -2.5939 -2.5764 0.2496 -0.04 0.08 -0.04 0.424
```
Positions in Å, forces in eV/Å.

Output
energy relative to the best compared isomer or geometry (same formula, charge and spin) = 0.4198 eV
2S+1 = 1
E = -298674.6480 eV
charge = 0
gap between HOMO and LUMO = 4.66 eV